1.
The following is a quantum chemistry calculation of a molecular structure, C7H5IrLiO3 at a distorted geometry, from OMol25.

Results
expectation value of S² = 6.03
2S+1 = 5
total charge = +1

Positions of all 17 atoms, in Å:
O1 -4.04563 0.46537 -0.11766
C1 -2.86087 0.40960 -0.04352
C2 -1.58681 0.54926 0.01990
C3 -0.45285 -0.28374 0.28544
C4 0.52015 0.19825 1.34406
O2 1.10491 -0.59966 2.12277
Ir1 -1.30079 2.87901 -0.48995
H1 -0.69900 -1.34868 0.44172
H2 0.32630 1.23208 1.69584
C5 0.90325 1.63804 -2.08797
C6 1.22954 0.36246 -1.84826
C7 1.09002 -0.35352 -0.56713
O3 1.86103 -1.29493 -0.37289
Li1 2.31861 -1.83188 1.39886
H3 0.39640 2.24447 -1.33902
H4 1.13781 2.08707 -3.05456
H5 1.56515 -0.28043 -2.66603

Results of the natural (NBO) charge analysis, in e, for atoms 1 through 6: -0.354 0.645 -0.331 -0.425 0.362 -0.702

2.
The following is a quantum chemistry calculation of a molecular structure, C7H5MnN10OS, from OMol25.

Results
expectation value of S² = 3.97
2S+1 = 4
total charge = +1

Positions of all 25 atoms, in Å:
Mn1 0.40286 -0.66341 -0.19866
N1 1.50874 -2.62159 -2.69167
C1 0.26112 -2.83033 -2.18740
N2 -0.60444 -3.72397 -2.56111
N3 -1.69624 -3.50237 -1.76067
N4 -1.52564 -2.54243 -0.95848
N5 -0.24360 -2.06592 -1.17822
C2 2.32785 -1.65334 -2.19531
N6 3.53779 -1.37041 -2.57380
N7 3.90913 -0.31482 -1.78006
N8 2.99924 0.03502 -0.97753
N9 1.93221 -0.82185 -1.19050
H1 1.84801 -3.22232 -3.43055
O1 0.07644 -0.09153 1.50014
N10 -0.59523 1.04405 1.76929
C3 -0.78709 1.36951 3.06525
C4 -1.46541 2.52277 3.35011
C5 -1.93242 3.31802 2.30062
C6 -1.71708 2.95042 0.98968
C7 -1.02464 1.77249 0.72940
S1 -0.66804 1.16019 -0.86007
H2 -0.37569 0.66967 3.77680
H3 -1.62732 2.79738 4.38154
H4 -2.46908 4.23188 2.51547
H5 -2.07148 3.55290 0.16575

Results of the natural (NBO) charge analysis, in e, for atoms 1 through 6: 1.420 -0.537 0.487 -0.303 0.030 -0.078

Calculated total energy across the listed records, respectively: -16511.527; -66432.442 eV.